[1]
2 unconnected molecules or ions with the total composition C6H15B. Source: OMol25; level of theory: ωB97M-V/def2-TZVPD.

Results
ΔE to the lowest compared entry with this formula, charge and spin (kJ/mol): 629.3
Energy (hartree): -262.20237
Total charge: 0

Atoms and positions in Å:
B 2.245 -1.335 0.658
C -1.971 0.546 0.213
C -0.948 -1.726 0.339
C 0.523 0.286 -1.707
C 0.990 1.844 0.381
C -0.651 -0.205 0.602
C 0.442 0.554 -0.175
H 2.266 -1.234 1.772
H 2.485 -1.702 -0.414
H -2.043 0.296 -0.754
H -2.656 0.069 0.879
H -1.712 1.604 0.527
H -1.096 -2.152 1.315
H -1.948 -1.933 -0.211
H -0.096 -2.152 -0.241
H 0.160 1.317 -2.061
H -0.109 -0.459 -1.907
H 1.449 0.129 -2.194
H 2.004 1.815 0.212
H 0.677 1.883 1.489
H 0.522 2.539 -0.322
H -0.533 0.017 1.599

Löwdin charges in e:
1 B 0.23
2 C -0.06
3 C -0.07
4 C -0.06
5 C -0.08
6 C -0.43
7 C -0.34
8 H -0.07
9 H -0.05
10 H 0.03
11 H 0.07
12 H 0.10
13 H 0.06
14 H 0.11
15 H 0.06
16 H 0.10
17 H 0.02
18 H 0.06
19 H 0.04
20 H 0.12
21 H 0.07
22 H 0.08

---

[2]
A molecular structure, C6H15B3BrO7P2. Source: OMol25; level of theory: ωB97M-V/def2-TZVPD.

Results
Energy (hartree): -4095.93905
Total charge: -1

Atoms and positions in Å:
C 3.174 -2.250 1.422
C 3.174 -2.362 -0.097
C 1.768 -2.435 -0.714
C 1.863 -2.687 -2.228
B 1.064 -1.056 -0.481
O 0.175 -0.831 0.573
B -0.697 0.189 0.237
P -2.591 -0.216 0.057
O -3.371 0.783 -0.701
O -0.140 1.412 -0.059
B 0.972 1.271 -0.846
P 2.147 2.808 -1.166
O 3.562 2.007 -1.475
Br 1.528 3.150 -3.271
O 1.300 0.016 -1.331
H 2.750 -3.152 1.862
H 4.186 -2.126 1.807
H 2.585 -1.406 1.779
H 3.740 -3.250 -0.388
H 3.700 -1.515 -0.546
H 1.182 -3.228 -0.249
H 2.494 -1.942 -2.706
H 0.875 -2.603 -2.683
H 2.232 -3.691 -2.429
H -2.558 -1.450 -0.637
H -3.062 -0.513 1.352
H 3.987 1.755 -0.653
C -4.697 2.969 1.624
C -5.770 3.825 2.350
O -6.803 4.094 1.697
O -5.482 4.155 3.525
H -5.004 2.713 0.612
H -3.753 3.518 1.578
H -4.528 2.045 2.186

Löwdin charges in e:
1 C -0.09
2 C -0.23
3 C -0.25
4 C -0.06
5 B -0.55
6 O 0.25
7 B -0.56
8 P 0.75
9 O -0.44
10 O 0.25
11 B -0.73
12 P 0.57
13 O -0.42
14 Br 0.33
15 O 0.24
16 H 0.08
17 H 0.07
18 H 0.07
19 H 0.11
20 H 0.11
21 H 0.14
22 H 0.09
23 H 0.08
24 H 0.08
25 H 0.01
26 H 0.01
27 H 0.04
28 C -0.07
29 C -0.82
30 O -0.11
31 O -0.13
32 H 0.04
33 H 0.05
34 H 0.04

---

[3]
A molecular structure, C6H15BiN5O8P2S. Source: OMol25; level of theory: ωB97M-V/def2-TZVPD.

Results
Energy (hartree): -2408.90318
Total charge: -1

Atoms and positions in Å:
Bi 0.213 0.842 0.372
C -1.941 -2.035 -3.351
C -1.841 -0.558 -3.178
N -2.329 0.313 -4.020
N -2.007 1.533 -3.465
C -1.316 1.350 -2.273
S -0.736 2.525 -1.272
N -1.222 -0.006 -2.110
N -0.602 -0.609 -1.040
H -2.477 -2.273 -4.274
H -2.479 -2.470 -2.504
H -0.939 -2.470 -3.396
H -2.259 2.412 -3.901
H -1.298 -1.249 -0.534
H 0.184 -1.248 -1.392
O 4.228 0.046 1.765
P 2.671 -0.385 1.746
O 2.667 -1.367 2.902
O 1.812 0.842 1.777
O 2.601 -1.203 0.381
P 2.333 -0.560 -1.052
O 3.842 -0.540 -1.638
O 1.739 -1.613 -1.968
O 1.809 0.842 -1.031
H 4.575 -0.611 2.390
H 3.780 -1.297 -2.244
N -1.460 2.364 3.855
C -0.824 1.655 2.891
O -0.589 2.201 1.761
C -0.373 0.231 3.145
C -0.643 -0.612 1.855
H -1.766 3.331 3.669
H -1.645 1.954 4.782
H -0.819 -0.214 4.062
H 0.732 0.250 3.271
H -1.761 -0.634 1.734
H -0.210 -1.577 1.916
H -1.653 0.842 0.372

Löwdin charges in e:
1 Bi 1.34
2 C 0.00
3 C -0.35
4 N 0.09
5 N 0.02
6 C -0.75
7 S 0.61
8 N -0.07
9 N -0.13
10 H 0.08
11 H 0.08
12 H 0.08
13 H 0.14
14 H 0.14
15 H 0.06
16 O -0.14
17 P 0.19
18 O -0.33
19 O -0.45
20 O -0.23
21 P 0.18
22 O -0.14
23 O -0.32
24 O -0.46
25 H 0.06
26 H 0.06
27 N 0.16
28 C -0.47
29 O -0.26
30 C -0.22
31 C -0.36
32 H 0.12
33 H 0.11
34 H 0.11
35 H 0.08
36 H 0.03
37 H 0.02
38 H -0.08